## 1
# C5H6O

C5H6O in the gas phase (the ωB97M-V functional and the def2-TZVPD basis, OMol25).

Total charge: 0
Multiplicity: 1
SMILES string: C#CC(=O)CC
Gap between HOMO and LUMO in eV: 10.38

```
12
C5H6O, DFT the ωB97M-V functional and the def2-TZVPD basis
C 2.294 -0.263 0.794
C 1.972 0.035 -0.339
C 0.629 0.153 -0.860
O 0.258 -0.062 -1.991
C -0.342 0.386 0.323
C -1.650 -0.149 -0.195
H 2.690 -0.612 1.711
H 0.226 -0.038 1.173
H -0.413 1.457 0.555
H -2.529 0.368 0.229
H -1.778 -1.227 -0.063
H -1.357 -0.047 -1.337
```


## 2
# C5H6O

C5H6O in the gas phase (the ωB97M-V functional and the def2-TZVPD basis, OMol25).

Total charge: 0
Multiplicity: 1
Gap between HOMO and LUMO (alpha / beta) in eV: 8.08 / 8.08

```
12
C5H6O, DFT the ωB97M-V functional and the def2-TZVPD basis
C -1.772 0.105 -0.528
C -0.788 -0.362 0.532
C 0.977 -0.863 0.412
O 0.253 -1.198 -0.612
C 2.066 0.064 0.137
C 3.041 0.778 0.084
H -2.600 0.608 -0.017
H -2.164 -0.737 -1.100
H -1.305 0.813 -1.214
H -1.162 -1.135 1.196
H -0.442 0.515 1.098
H 3.898 1.411 0.013
```


If you had to bet on the most stable structure above, which would it be? Bet on 1.